No. 1
{
  "formula": "C23H24N9O3Ti",
  "method": "ωB97M-V/def2-TZVPD",
  "lumo_ev": [-3.57, -3.58],
  "total_charge": 1,
  "multiplicity": 3,
  "elements": ["Ti", "N", "C", "N", "C", "N", "N", "C", "C", "C", "C", "C", "C", "N", "C", "C", "C", "C", "C", "C", "H", "H", "H", "H", "H", "H", "H", "H", "H", "H", "H", "C", "C", "O", "N", "C", "C", "C", "C", "C", "C", "N", "H", "H", "H", "H", "H", "H", "H", "H", "H", "H", "N", "N", "C", "O", "O", "H", "H", "H"],
  "positions_angstrom": [[0.62715, -0.79571, -0.35165], [-1.76057, 2.45246, 2.22120], [-0.70734, 1.96164, 1.53135], [-0.47865, 0.71182, 1.32615], [-1.38919, -0.21967, 1.84813], [-1.05864, -1.48140, 1.86020], [0.14468, -1.70561, 1.33835], [0.93045, -2.66460, 1.79244], [2.27911, -2.49025, 1.39951], [3.36177, -3.28211, 1.83023], [4.64096, -2.88150, 1.53973], [4.83275, -1.70941, 0.79658], [3.72914, -1.01027, 0.35150], [2.47550, -1.36122, 0.64576], [-2.61102, 0.22714, 2.47418], [-3.61178, -0.64003, 2.91654], [-4.72319, -0.13736, 3.56745], [-4.85083, 1.22469, 3.80362], [-3.86674, 2.09835, 3.36849], [-2.75991, 1.60542, 2.69897], [-1.84851, 3.44074, 2.41345], [-0.01558, 2.69803, 1.14148], [0.59282, -3.38550, 2.52836], [3.16625, -4.18144, 2.39280], [5.49006, -3.45868, 1.87170], [5.82617, -1.36011, 0.56961], [3.84921, -0.12357, -0.26484], [-3.48819, -1.69767, 2.74857], [-5.49766, -0.80796, 3.90221], [-5.71508, 1.60812, 4.32493], [-3.95362, 3.15789, 3.55047], [-3.41406, 1.19306, -1.27269], [-2.04778, 0.67407, -1.64203], [-1.40341, -0.08879, -0.91385], [-1.57418, 1.10001, -2.81347], [-0.27357, 0.67588, -3.29734], [0.85093, 1.44240, -2.64343], [1.73790, 2.16699, -3.42909], [2.79367, 2.83139, -2.82803], [2.92482, 2.74850, -1.45023], [1.98541, 2.01654, -0.73739], [0.96201, 1.37948, -1.30852], [-3.92588, 0.48700, -0.62570], [-4.02016, 1.37710, -2.15543], [-3.29930, 2.13246, -0.73416], [-2.11284, 1.73691, -3.38161], [-0.23745, 0.81271, -4.37772], [-0.15591, -0.40327, -3.07283], [1.61587, 2.19308, -4.50072], [3.49563, 3.39552, -3.42320], [3.74263, 3.23614, -0.94234], [2.05138, 1.93500, 0.34670], [-0.17442, -2.44923, -1.06617], [0.63540, -2.30059, -2.94452], [1.87482, -1.86749, -2.59416], [2.92105, -2.24116, -3.08981], [1.80355, -0.90918, -1.68345], [0.14703, -3.37999, -0.79805], [-1.15543, -2.49255, -1.33235], [0.64275, -3.19420, -3.42586]],
  "forces_ev_per_a": [[-1.957, 2.919, 0.360], [0.072, -0.054, -0.067], [-0.159, 0.289, 0.254], [-0.137, -0.137, 0.190], [1.111, -0.852, 0.003], [-1.815, 0.170, 0.874], [1.770, -1.960, 1.613], [-1.951, 1.111, 0.411], [1.867, 0.496, -0.395], [-0.960, 0.248, -0.101], [0.258, 0.558, -0.441], [-0.134, -0.467, 0.352], [0.032, 0.153, -0.129], [0.348, -1.296, 0.732], [-0.347, 0.492, 0.149], [-0.036, 0.193, 0.037], [0.070, -0.292, -0.089], [0.337, 0.276, -0.163], [-0.279, 0.003, 0.150], [0.084, -0.572, -0.155], [0.191, -0.110, -0.169], [0.005, 0.042, -0.037], [0.004, 0.049, 0.019], [-0.023, -0.078, 0.086], [0.048, -0.055, 0.038], [0.067, 0.055, -0.086], [-0.072, -0.189, 0.005], [-0.001, -0.106, -0.018], [-0.067, -0.109, 0.042], [-0.038, 0.029, 0.024], [-0.048, 0.176, 0.024], [0.120, -0.172, 0.139], [-0.321, 0.126, -0.287], [-0.340, -0.253, -0.230], [0.108, 0.103, -0.177], [0.260, -0.282, 0.319], [0.013, 0.350, -0.359], [-0.055, -0.058, 0.222], [-0.091, -0.150, 0.242], [-0.012, 0.007, -0.021], [-0.034, 0.263, -0.078], [0.378, 0.511, -0.043], [0.034, -0.066, 0.048], [-0.036, 0.026, -0.043], [0.005, 0.087, 0.076], [-0.044, -0.111, 0.218], [-0.033, -0.071, 0.090], [-0.043, 0.390, -0.360], [-0.070, -0.008, -0.084], [0.082, 0.029, -0.012], [0.017, 0.026, 0.091], [0.070, -0.023, -0.093], [-0.528, -1.005, 0.426], [-0.303, -0.195, -1.033], [0.275, -0.959, -0.931], [0.194, 0.134, 0.140], [1.841, 0.265, -1.744], [-0.243, 0.110, -0.032], [0.326, -0.025, -0.100], [0.191, -0.031, 0.105]]
}

No. 2
{
  "formula": "C23H24O4",
  "method": "ωB97M-V/def2-TZVPD",
  "lumo_ev": -2.51,
  "total_charge": 0,
  "elements": ["C", "C", "C", "C", "C", "C", "C", "C", "C", "C", "C", "C", "C", "C", "C", "C", "C", "H", "H", "H", "H", "H", "H", "H", "H", "H", "H", "H", "H", "H", "H", "H", "H", "H", "C", "C", "C", "O", "C", "O", "C", "C", "O", "O", "H", "H", "H", "H", "H", "H", "H"],
  "positions_angstrom": [[5.96992, -2.67958, 1.45758], [4.65516, -1.96539, 1.48142], [4.61732, -0.56462, 1.49381], [3.41012, 0.11631, 1.47653], [2.16984, -0.58364, 1.39942], [0.91132, 0.08799, 1.27333], [-0.30886, -0.57585, 1.12531], [-1.52835, 0.06673, 1.32032], [-2.78510, -0.60096, 1.45091], [-4.01313, 0.12128, 1.49886], [-5.23135, -0.53795, 1.49596], [-5.29162, -1.93853, 1.47625], [-6.62289, -2.62102, 1.44890], [-4.09618, -2.66820, 1.52650], [-2.86913, -2.02147, 1.54376], [2.23311, -2.00551, 1.47323], [3.44693, -2.67291, 1.48565], [5.81534, -3.76194, 1.45345], [6.57519, -2.41854, 0.57872], [6.56343, -2.41511, 2.34101], [5.56148, -0.01683, 1.50926], [3.39299, 1.20752, 1.48865], [0.87799, 1.17670, 1.37955], [-0.30615, -1.63247, 0.83078], [-1.50895, 1.15873, 1.36488], [-3.96722, 1.21082, 1.50413], [-6.16631, 0.02438, 1.50856], [-6.50038, -3.70777, 1.43288], [-7.23077, -2.35508, 2.32465], [-7.19863, -2.32379, 0.56279], [-4.14691, -3.75825, 1.55595], [-1.95104, -2.60559, 1.61125], [1.30960, -2.58200, 1.49988], [3.47996, -3.76360, 1.49053], [-0.65389, 2.97231, -4.53603], [0.33566, 2.91894, -3.36390], [1.46293, 3.89531, -3.64152], [-0.39240, 3.26066, -2.16858], [0.18576, 2.89012, -0.95973], [-0.45060, 3.10607, 0.05983], [1.43609, 2.22278, -1.06824], [1.48718, 1.23374, -2.09022], [1.97462, 0.12056, -2.00978], [0.82608, 1.56866, -3.26882], [-1.48229, 2.28243, -4.35743], [-1.05049, 3.98564, -4.64750], [-0.14858, 2.69153, -5.46440], [2.20430, 3.89712, -2.83606], [1.95014, 3.61846, -4.58436], [1.05393, 4.90474, -3.76499], [1.99487, 2.03711, -0.16289]],
  "forces_ev_per_a": [[0.215, -0.235, 0.078], [-0.256, 0.285, -0.212], [-0.231, 0.121, 0.100], [-0.512, -0.030, -0.195], [0.767, -0.711, 0.168], [-0.172, 0.365, 0.222], [-0.527, -0.092, -0.369], [1.081, 0.159, -0.082], [-1.147, -0.874, 0.184], [0.663, -0.073, -0.222], [0.164, -0.029, 0.047], [0.264, 0.322, 0.151], [-0.255, -0.234, -0.031], [0.054, 0.123, 0.055], [-0.007, 0.460, -0.310], [0.025, 0.356, -0.326], [-0.050, 0.093, 0.079], [0.110, 0.140, 0.020], [-0.261, 0.027, 0.155], [-0.085, -0.071, -0.123], [-0.324, -0.065, 0.008], [0.043, -0.293, -0.097], [-0.022, -0.285, 0.003], [0.001, 0.479, 0.394], [0.004, -0.107, 0.099], [-0.069, -0.239, -0.069], [0.299, -0.063, -0.018], [-0.095, 0.160, -0.004], [0.196, -0.039, -0.162], [0.149, -0.064, 0.151], [0.088, 0.307, 0.022], [-0.318, 0.106, -0.052], [0.309, 0.102, -0.039], [-0.102, 0.297, 0.049], [-0.006, -0.290, 0.433], [-0.132, -0.201, -0.009], [0.431, 0.267, 0.054], [0.036, -0.349, -0.175], [0.367, -0.063, -0.567], [-0.190, 0.331, 0.324], [-0.343, -0.275, 0.224], [0.029, 0.168, -0.081], [0.258, -0.017, -0.302], [-0.293, 0.361, 0.058], [0.099, 0.069, -0.009], [0.084, -0.139, 0.118], [-0.008, -0.004, 0.193], [-0.185, 0.017, -0.208], [-0.066, -0.013, 0.225], [0.039, -0.184, 0.116], [-0.120, -0.074, -0.067]]
}

No. 3
{
  "formula": "C23H24O7S2",
  "method": "ωB97M-V/def2-TZVPD",
  "lumo_ev": -1.10,
  "total_charge": 0,
  "elements": ["C", "O", "C", "C", "C", "C", "C", "O", "C", "C", "C", "H", "H", "H", "H", "H", "H", "H", "H", "H", "H", "H", "C", "O", "C", "S", "C", "C", "C", "C", "C", "C", "O", "O", "S", "C", "C", "C", "C", "C", "C", "O", "O", "H", "H", "H", "H", "H", "H", "H", "H", "H", "H", "H", "H", "H"],
  "positions_angstrom": [[-3.60798, -2.29423, 5.87929], [-4.01252, -2.42692, 4.49560], [-3.44462, -1.67621, 3.50782], [-3.57220, -2.12063, 2.16155], [-2.82541, -1.53489, 1.15478], [-2.02096, -0.39187, 1.41006], [-1.30570, 0.24931, 0.31831], [-1.34975, 1.57204, 0.17296], [-2.51755, 2.11761, -0.48945], [-2.05521, 0.15759, 2.71880], [-2.73562, -0.47033, 3.74918], [-4.00532, -3.17469, 6.38231], [-2.51896, -2.26714, 5.99147], [-4.05170, -1.40146, 6.32659], [-4.24732, -2.95006, 1.95393], [-2.90686, -1.88521, 0.12320], [-1.19774, -0.30093, -0.60882], [-2.53218, 3.17957, -0.23078], [-2.40451, 2.00449, -1.58039], [-3.41880, 1.58312, -0.14204], [-1.57234, 1.12174, 2.89788], [-2.75438, -0.02701, 4.74352], [1.50241, -0.03477, 1.89104], [1.77141, 0.35979, 0.51323], [1.02247, 0.09516, -0.55428], [1.84213, 0.95612, -1.90656], [1.55411, 2.70436, -1.69008], [0.29852, 3.15029, -2.10048], [-0.18383, 4.35613, -1.59453], [0.65864, 5.19920, -0.86440], [1.96400, 4.79398, -0.55623], [2.41506, 3.53043, -0.96192], [3.27472, 0.78746, -1.68926], [1.19294, 0.45533, -3.09610], [0.77635, -1.68401, -1.03121], [2.01145, -2.22097, -2.23454], [1.55676, -2.50113, -3.52115], [2.45359, -2.93109, -4.49031], [3.77832, -3.21587, -4.14391], [4.20730, -3.00267, -2.83202], [3.32273, -2.53333, -1.86179], [0.98438, -2.42433, 0.20552], [-0.48054, -1.81353, -1.76535], [2.34412, 0.40570, 2.42661], [0.55020, 0.41018, 2.19621], [1.52650, -1.12201, 1.97142], [-0.29566, 2.51087, -2.75232], [-1.23010, 4.61964, -1.77524], [0.28491, 6.16270, -0.51283], [2.62040, 5.45568, 0.01433], [3.40990, 3.17643, -0.68190], [0.50080, -2.39519, -3.75680], [2.09515, -3.05700, -5.50947], [4.45945, -3.62214, -4.89496], [5.24183, -3.21739, -2.55456], [3.62721, -2.41789, -0.82191]],
  "forces_ev_per_a": [[-0.154, 0.264, -0.647], [0.177, 0.115, -0.254], [0.551, 0.409, -0.257], [-0.006, -0.103, 0.921], [0.275, 0.638, -0.039], [0.109, -0.151, 1.159], [0.146, -0.754, -2.351], [-0.110, 1.501, 0.697], [0.247, -0.521, -0.025], [-0.206, -0.061, -0.625], [-0.342, -0.547, 0.047], [0.035, 0.074, -0.125], [-0.135, 0.013, -0.186], [0.065, -0.006, -0.048], [0.299, 0.093, 0.056], [0.129, -0.076, 0.360], [-1.110, -0.035, 0.153], [-0.136, -0.297, 0.006], [-0.113, -0.040, 0.337], [0.262, 0.382, -0.126], [0.014, -0.382, -0.002], [0.114, -0.144, -0.200], [0.253, 0.247, -1.318], [1.362, -0.055, 1.411], [-1.441, -0.799, 1.021], [1.391, -0.054, -0.112], [-0.637, 0.006, 0.045], [-0.070, 0.039, 0.585], [0.070, 0.141, -0.438], [0.028, -0.324, 0.180], [-0.123, -0.130, -0.404], [-0.091, -0.079, 0.327], [-1.085, 0.028, -0.458], [0.107, 0.628, 0.104], [0.516, -0.443, -0.662], [0.007, -0.920, 0.215], [0.031, 0.292, -0.080], [0.167, -0.256, 0.174], [-0.237, 0.260, 0.035], [0.074, -0.171, 0.062], [-0.301, 0.354, -0.065], [-0.252, 0.440, -0.552], [0.554, 0.315, 0.944], [-0.236, -0.020, 0.089], [0.097, -0.206, -0.013], [-0.262, 0.200, 0.110], [-0.010, 0.094, 0.322], [0.470, 0.155, -0.114], [0.128, -0.302, -0.052], [-0.195, -0.261, -0.230], [-0.398, 0.004, -0.085], [0.305, 0.261, 0.041], [0.138, -0.163, 0.183], [-0.137, 0.249, 0.258], [-0.356, 0.002, -0.072], [0.023, 0.093, -0.300]]
}

No. 4
{
  "formula": "C23H25AsCl2N5O10S6Ta",
  "method": "ωB97M-V/def2-TZVPD",
  "lumo_ev": 3.82,
  "total_charge": -2,
  "elements": ["Ta", "S", "As", "S", "S", "S", "O", "C", "O", "C", "C", "Cl", "N", "N", "C", "C", "O", "O", "C", "C", "C", "C", "C", "C", "H", "H", "H", "H", "H", "H", "N", "C", "C", "O", "O", "H", "H", "H", "H", "H", "C", "C", "C", "C", "C", "C", "O", "N", "C", "O", "N", "C", "O", "H", "H", "H", "H", "H", "H", "H", "H", "H", "H", "H", "Cl", "C", "O", "C", "S", "S", "H", "H", "H"],
  "positions_angstrom": [[0.68838, 0.40588, 1.45720], [3.43684, -3.41066, 3.21751], [2.69793, -1.84925, 2.03311], [3.52529, -1.37967, 0.15898], [0.47793, -2.00533, 1.78176], [2.42050, 0.06800, 3.15222], [0.63265, 0.64206, -4.91216], [0.87709, -0.65558, -5.03208], [1.09381, -1.15729, -6.11024], [0.84581, -1.46774, -3.78724], [1.02881, -2.83486, -3.72856], [1.42168, -3.96402, -4.94579], [0.91440, -3.21939, -2.43815], [0.66998, -2.17372, -1.64195], [0.64415, -1.11793, -2.42451], [0.54419, 0.20944, -1.75984], [0.45841, 1.25112, -2.38867], [0.64463, 0.11663, -0.47830], [1.16285, -4.46797, -1.78986], [0.59222, -5.64630, -2.24006], [0.82960, -6.81314, -1.52659], [1.61101, -6.78555, -0.37827], [2.17134, -5.59244, 0.05965], [1.95768, -4.42274, -0.65292], [0.47180, 0.91516, -3.96458], [-0.03202, -5.64400, -3.12318], [0.39019, -7.74390, -1.86337], [1.77896, -7.69869, 0.17914], [2.77321, -5.55183, 0.95870], [2.38371, -3.47739, -0.33552], [-2.61247, -3.56125, -1.26263], [-3.76579, -2.83174, -0.75535], [-3.37164, -1.80711, 0.29461], [-4.16201, -1.38667, 1.10164], [-2.12039, -1.37829, 0.23562], [-2.86010, -4.18122, -2.02065], [-2.16669, -4.11778, -0.54108], [-1.63297, -1.82515, -0.48402], [-4.56038, -3.44329, -0.31799], [-4.19361, -2.24541, -1.57300], [-5.33801, 2.31220, 0.60896], [-5.20347, 2.74520, -0.84623], [-3.74329, 2.88039, -1.29528], [-3.68104, 3.31667, -2.77468], [-2.26961, 3.55446, -3.29634], [-3.07230, 3.97078, -0.47988], [-3.54583, 5.08555, -0.35785], [-1.87475, 3.64116, 0.08700], [-1.36583, 2.34387, 0.13281], [-0.31496, 2.24612, 0.83581], [-1.92258, 1.33011, -0.47254], [-3.06176, 1.50069, -1.18912], [-3.59440, 0.57152, -1.78267], [-6.38645, 2.17763, 0.88190], [-4.91689, 3.06161, 1.28337], [-4.82896, 1.36259, 0.79075], [-5.69733, 3.70499, -1.01285], [-5.66260, 2.00203, -1.50008], [-4.28589, 4.22152, -2.87679], [-4.16192, 2.51817, -3.34315], [-1.79355, 4.40344, -2.80117], [-2.28620, 3.76530, -4.36680], [-1.63042, 2.68301, -3.14126], [-1.38896, 4.34344, 0.62531], [-0.98831, 0.73020, 3.04636], [1.11356, 3.70539, 3.86718], [1.47972, 2.86229, 2.78259], [2.33929, 3.27215, 1.83789], [3.08406, 4.76023, 1.87928], [2.54525, 2.07687, 0.64412], [0.30760, 3.17405, 4.36743], [0.78272, 4.67585, 3.49944], [1.96421, 3.84896, 4.53306]],
  "forces_ev_per_a": [[0.302, 1.017, -0.006], [0.009, 0.013, -0.080], [0.022, -0.139, 0.371], [0.175, 0.189, 0.118], [-0.080, 0.146, -0.303], [0.180, -0.070, -0.044], [-0.059, -0.069, -0.063], [-0.104, 0.056, 0.037], [0.036, -0.011, -0.043], [0.030, 0.010, -0.083], [0.095, -0.164, -0.085], [-0.027, 0.091, -0.004], [-0.194, 0.078, 0.183], [0.085, -0.027, -0.112], [-0.096, 0.050, -0.076], [0.187, -0.175, 0.183], [-0.111, 0.059, -0.048], [-0.168, 0.025, -0.027], [0.082, 0.002, 0.019], [-0.038, -0.010, -0.002], [-0.011, -0.008, -0.013], [0.002, 0.000, -0.023], [0.013, -0.040, -0.039], [-0.168, -0.209, -0.011], [0.173, 0.021, 0.043], [-0.012, -0.029, 0.007], [-0.007, -0.004, -0.005], [0.000, -0.007, 0.008], [-0.008, 0.025, 0.024], [0.011, -0.066, -0.059], [0.169, -0.045, 0.058], [-0.038, 0.011, -0.036], [-0.039, 0.204, -0.159], [0.032, -0.043, 0.005], [0.060, -0.274, 0.196], [0.008, 0.069, -0.058], [-0.047, -0.009, -0.001], [-0.080, 0.023, 0.052], [0.022, -0.013, 0.010], [-0.017, -0.013, 0.012], [-0.003, -0.030, 0.031], [-0.006, -0.037, -0.007], [0.148, 0.028, 0.005], [-0.094, -0.036, 0.019], [0.044, -0.009, -0.017], [-0.060, 0.019, -0.036], [0.042, 0.001, -0.022], [-0.054, -0.021, 0.010], [0.030, -0.091, 0.028], [-0.073, -0.248, -0.080], [-0.024, 0.085, 0.027], [-0.084, -0.026, 0.008], [0.041, 0.019, -0.012], [-0.002, 0.015, -0.014], [0.013, -0.003, 0.002], [-0.007, 0.005, -0.002], [-0.002, 0.005, 0.022], [-0.007, 0.010, -0.005], [0.019, 0.009, -0.008], [-0.005, 0.016, -0.011], [-0.011, 0.000, 0.012], [-0.006, 0.001, 0.003], [-0.008, -0.006, 0.007], [0.011, 0.002, 0.007], [-0.237, -0.137, 0.206], [0.029, -0.003, -0.025], [-0.188, -0.235, 0.028], [0.158, 0.165, -0.094], [-0.073, -0.153, 0.010], [0.025, -0.026, -0.049], [0.009, 0.011, 0.018], [-0.016, -0.006, -0.003], [-0.001, 0.011, -0.001]]
}

| no. | electronic energy (a.u.) |
| --- | --- |
| 1 | -2458.70658 |
| 2 | -1191.72497 |
| 3 | -2213.65237 |
| 4 | -7520.41208 |